No. 1
Molecular formula: C29H17F5MoN2O6SSe
Method: DFT, the ωB97M-V functional and the def2-TZVPD basis

net charge	-1
HOMO level (spin up / spin down)	-4.70 / -4.85	eV
gap between HOMO and LUMO (spin up / spin down)	6.5 / 6.7	eV
<S²>	0.760
spin multiplicity	2

Geometry as XYZ:
```
62
Properties=species:S:1:pos:R:3:forces:R:3
Mo 0.507197 0.351006 0.618648 0.381 1.248 1.214
C 3.316605 2.233554 -1.828027 0.018 0.000 -0.092
O 3.919531 1.101218 -2.463313 0.084 0.097 0.176
C 3.277411 -0.094978 -2.506983 0.076 0.157 -0.071
C 3.736485 -0.976037 -3.478717 0.009 0.015 -0.098
C 3.168946 -2.226308 -3.639265 -0.006 -0.076 -0.012
C 2.088480 -2.586526 -2.853631 -0.035 -0.149 -0.074
C 1.598238 -1.715030 -1.888845 -0.123 -0.098 0.128
C 0.358944 -2.096220 -1.207769 0.296 -0.472 -0.628
N -0.246593 -1.372349 -0.366966 -0.672 -0.257 0.172
N -1.483083 -1.838295 0.102901 0.153 -0.061 -0.249
C -1.883888 -1.073016 1.059647 0.365 0.357 0.056
O -1.167554 -0.064920 1.530371 -1.258 -0.532 0.443
C -3.217720 -1.297018 1.654018 0.037 0.049 0.152
C -3.782561 -0.306155 2.449091 -0.048 -0.009 0.039
C -5.043425 -0.491646 2.999689 0.029 -0.027 -0.038
C -5.737414 -1.671123 2.765949 0.033 0.033 -0.001
C -5.165496 -2.666720 1.982328 0.002 -0.009 -0.005
C -3.910938 -2.480131 1.424319 -0.070 -0.113 -0.028
C 2.240977 -0.488731 -1.661321 -0.376 0.141 0.549
O 1.883123 0.297526 -0.621378 1.092 0.062 -1.386
H 3.878154 3.093917 -2.186403 0.042 -0.016 -0.039
H 3.391575 2.174480 -0.745888 0.001 -0.025 0.055
H 2.272059 2.338960 -2.112072 -0.090 -0.064 -0.032
H 4.542833 -0.637915 -4.119013 0.002 -0.024 0.067
H 3.555556 -2.902411 -4.391517 -0.029 0.008 0.022
H 1.606128 -3.550700 -2.975324 0.011 0.071 -0.068
H -0.115490 -3.033958 -1.488395 0.069 -0.035 -0.099
H -3.221878 0.601765 2.622766 -0.002 0.010 0.011
H -5.481957 0.284620 3.614042 -0.001 -0.001 -0.008
H -6.721981 -1.815281 3.194501 0.020 -0.009 0.005
H -5.699403 -3.593818 1.810682 0.010 0.027 -0.012
H -3.451406 -3.244395 0.810318 -0.029 0.039 0.025
S 1.187801 3.135794 2.628413 -0.030 0.076 -0.075
C 0.969682 1.890131 1.719468 -0.019 -0.322 -0.243
F 5.822144 -1.501079 6.231853 0.022 0.003 0.015
C 4.905193 -1.522184 5.254888 0.165 -0.004 0.160
C 4.757720 -2.639530 4.463696 0.022 -0.160 -0.056
F 5.543849 -3.705305 4.674862 -0.007 -0.025 -0.010
C 3.806519 -2.652697 3.462083 0.044 -0.030 -0.025
F 3.717348 -3.770922 2.730881 -0.022 -0.010 -0.017
C 2.974761 -1.568904 3.202878 -0.084 0.202 -0.036
Se 1.683769 -1.730372 1.809695 -0.303 0.117 -0.099
C 3.155041 -0.461896 4.022109 0.006 -0.073 0.000
F 2.403032 0.625272 3.872662 -0.074 0.041 0.026
C 4.100294 -0.428473 5.030441 -0.037 0.118 0.019
F 4.240262 0.658903 5.799958 -0.021 0.038 0.007
O -1.654454 1.723172 -4.699228 0.065 -0.024 0.128
C -2.298326 2.487353 -3.776350 -0.062 0.062 0.072
C -3.335733 3.327872 -4.186463 0.030 -0.004 0.003
C -4.017810 4.120465 -3.279523 0.006 -0.002 -0.043
C -3.668349 4.088101 -1.938708 0.042 -0.023 0.039
C -2.639928 3.250852 -1.532813 -0.089 0.072 -0.001
C -1.940153 2.436459 -2.420942 -0.003 -0.038 -0.056
C -0.840467 1.545028 -1.866017 -0.128 0.151 0.052
O -0.111844 0.896169 -2.600975 -0.075 0.023 0.039
O -0.779144 1.601691 -0.571969 0.562 -0.453 0.013
H -2.035710 1.916161 -5.560651 -0.032 -0.004 -0.047
H -3.602045 3.352015 -5.239561 -0.007 -0.003 0.018
H -4.820247 4.762816 -3.624617 0.030 -0.025 -0.003
H -4.190312 4.704920 -1.216885 0.033 -0.032 -0.029
H -2.344349 3.204823 -0.493630 -0.023 -0.012 -0.024
```
Positions in Å, forces in eV/Å.

---

No. 2
Molecular formula: C29H50FN2O18
Method: DFT, the ωB97M-V functional and the def2-TZVPD basis

net charge	-1
HOMO level	-6.94	eV
gap between HOMO and LUMO	9.2	eV

Geometry as XYZ:
```
100
Properties=species:S:1:pos:R:3:forces:R:3
F -2.908000 -4.267000 -24.679000 0.111 0.226 0.090
C 0.137000 -5.376000 -25.606000 0.789 0.247 -0.125
C 0.876000 -6.156000 -26.689000 0.013 1.710 -1.291
C 2.410000 -5.783000 -26.877000 -1.859 0.284 2.375
O 3.043000 -7.054000 -27.047000 0.012 1.111 -0.415
C 2.148000 -8.005000 -26.773000 0.911 -2.934 0.074
O 2.400000 -9.194000 -26.834000 -0.303 1.684 0.061
O 0.985000 -7.519000 -26.385000 -0.792 -0.775 0.332
H -0.204000 -4.387000 -25.978000 0.734 -0.419 0.388
H 0.859000 -5.318000 -24.776000 -0.496 0.517 -0.015
H -0.774000 -5.821000 -25.236000 -0.182 -0.487 -0.135
H 0.328000 -6.034000 -27.675000 0.616 -0.348 0.923
H 2.754000 -5.227000 -25.973000 0.055 -0.818 -0.342
H 2.507000 -5.081000 -27.649000 0.582 0.334 -1.664
C -4.898000 -0.608000 -27.652000 0.170 -0.362 1.536
C -4.503000 -0.740000 -26.139000 -0.817 -1.666 -2.024
C -3.060000 -0.984000 -25.752000 1.254 -0.119 -1.586
O -2.883000 -0.131000 -24.666000 0.784 0.566 1.562
C -3.915000 0.674000 -24.516000 0.307 3.379 3.186
O -3.978000 1.596000 -23.686000 0.107 -2.561 -2.276
O -4.866000 0.391000 -25.378000 -1.270 0.111 -0.691
H -5.806000 -0.062000 -27.779000 -0.359 1.133 0.172
H -5.224000 -1.534000 -28.065000 0.116 -1.355 0.069
H -4.119000 -0.302000 -28.296000 0.893 0.927 -0.520
H -5.055000 -1.634000 -25.845000 -0.454 0.315 0.726
H -2.326000 -0.653000 -26.516000 -0.417 -0.424 0.097
H -2.816000 -2.000000 -25.430000 -0.292 -0.126 -0.130
C -5.157000 -4.711000 -21.363000 -0.321 -0.708 2.392
C -4.011000 -3.764000 -21.619000 1.253 -0.905 -3.849
C -4.311000 -2.407000 -22.277000 0.093 -0.422 1.264
O -3.255000 -1.591000 -21.760000 0.275 0.236 0.602
C -2.780000 -2.161000 -20.634000 2.629 0.662 1.571
O -1.953000 -1.678000 -19.853000 -2.435 -0.901 -2.194
O -3.225000 -3.426000 -20.517000 -0.190 0.571 1.634
H -4.756000 -5.660000 -20.916000 -0.151 0.833 -0.223
H -5.652000 -5.070000 -22.254000 -0.180 0.415 -0.445
H -5.928000 -4.355000 -20.589000 1.041 -0.117 -1.253
H -3.255000 -4.226000 -22.364000 -1.362 0.171 0.814
H -5.228000 -2.015000 -21.902000 -0.976 0.519 0.267
H -4.307000 -2.375000 -23.344000 0.303 -0.362 -0.668
C -3.564000 -7.080000 -23.001000 -0.613 0.838 0.154
O -4.403000 -8.161000 -22.661000 -2.307 -1.259 -0.079
C -5.670000 -8.187000 -23.055000 -1.802 5.392 -4.141
O -6.228000 -7.220000 -23.917000 3.226 -5.479 4.846
O -6.338000 -9.189000 -22.521000 0.360 0.962 -0.412
C -7.648000 -9.352000 -23.059000 -2.682 1.474 0.877
H -2.912000 -7.345000 -23.766000 1.030 -0.715 -1.508
H -2.981000 -6.952000 -22.131000 0.640 0.628 0.969
H -4.085000 -6.190000 -23.318000 -0.192 0.133 0.129
H -8.130000 -8.403000 -23.461000 1.021 -0.812 1.027
H -8.350000 -9.799000 -22.296000 1.217 0.421 -0.600
H -7.603000 -9.944000 -23.910000 0.294 -1.520 -1.364
C 4.232000 -3.407000 -23.450000 0.601 0.583 -2.957
O 2.977000 -3.034000 -22.920000 -1.118 0.864 0.729
C 1.975000 -2.656000 -23.725000 0.377 -1.088 -7.455
O 2.080000 -2.713000 -25.123000 -0.351 0.438 8.014
O 0.868000 -2.350000 -23.072000 1.858 -0.581 -0.693
C -0.352000 -2.144000 -23.799000 -1.859 2.408 1.296
H 4.057000 -4.172000 -24.218000 0.102 0.094 0.162
H 4.933000 -3.816000 -22.738000 -0.502 0.161 0.814
H 4.753000 -2.561000 -24.013000 -0.876 -0.813 0.911
H -0.846000 -2.974000 -24.237000 0.299 -1.362 -0.428
H -0.392000 -1.288000 -24.489000 1.002 -0.440 -0.010
H -1.044000 -1.798000 -22.992000 0.554 -0.408 -0.466
C 2.332000 -2.256000 -28.584000 -0.049 0.844 -0.673
O 1.286000 -3.150000 -28.911000 -2.544 -2.120 -0.658
C 0.101000 -3.073000 -28.327000 -2.150 6.976 5.837
O -0.146000 -1.978000 -27.393000 1.437 -6.458 -5.669
O -0.881000 -3.964000 -28.606000 1.839 0.863 0.375
C -2.126000 -3.749000 -27.881000 -1.613 0.513 0.535
H 2.202000 -1.290000 -29.105000 -0.121 -0.446 0.392
H 3.225000 -2.735000 -28.947000 0.296 -0.194 -0.192
H 2.372000 -2.149000 -27.536000 0.031 0.422 1.263
H -2.777000 -4.620000 -27.725000 1.287 -0.672 -0.427
H -2.813000 -3.115000 -28.435000 0.482 0.487 -0.586
H -2.059000 -3.300000 -26.892000 0.873 -0.207 -0.134
C -7.585000 -3.276000 -26.061000 -0.187 0.590 0.925
C -6.707000 -4.145000 -25.174000 0.234 -1.489 -1.276
C -5.437000 -4.682000 -25.868000 -0.084 0.231 -0.687
C -5.609000 -5.229000 -27.233000 -0.370 0.515 0.873
N -5.761000 -5.608000 -28.305000 0.047 -0.185 -0.389
H -8.260000 -3.825000 -26.719000 -0.107 -0.351 0.450
H -7.030000 -2.680000 -26.774000 0.333 0.632 0.209
H -8.147000 -2.669000 -25.320000 -0.070 0.103 -1.055
H -7.343000 -4.981000 -24.869000 0.342 -0.064 0.320
H -6.283000 -3.687000 -24.290000 -0.422 0.537 0.255
H -4.988000 -5.459000 -25.259000 0.272 0.120 0.092
H -4.709000 -3.852000 -25.954000 -0.056 -0.642 0.196
C -2.513000 -7.439000 -26.652000 1.605 -1.366 -1.204
C -3.291000 -8.711000 -26.338000 -0.951 -0.792 0.662
C -4.810000 -8.574000 -26.590000 0.532 1.641 -1.684
C -5.708000 -9.659000 -26.258000 5.972 6.957 -1.620
N -6.356000 -10.487000 -25.980000 -5.700 -7.169 2.294
H -2.778000 -7.012000 -27.622000 -0.515 -0.014 0.055
H -1.388000 -7.687000 -26.837000 -1.936 0.476 1.036
H -2.714000 -6.731000 -25.884000 0.354 1.008 0.510
H -3.239000 -9.021000 -25.271000 0.642 0.185 -0.592
H -2.949000 -9.516000 -26.959000 0.403 -0.633 -0.097
H -4.939000 -8.432000 -27.688000 -0.034 0.216 0.621
H -5.090000 -7.621000 -26.114000 -0.546 -0.571 -0.062
```
Positions in Å, forces in eV/Å.

---

No. 3
Molecular formula: C3HO3Sn
Method: DFT, the ωB97M-V functional and the def2-TZVPD basis

net charge	+1
HOMO level	-12.91	eV
gap between HOMO and LUMO	5.9	eV

Geometry as XYZ:
```
8
Properties=species:S:1:pos:R:3:forces:R:3
C -0.937255 0.626135 1.092043 1.620 -0.657 -1.055
C -0.134212 -0.272662 1.127149 -0.386 0.484 -0.384
O -1.538957 1.761106 0.834216 -0.441 0.006 0.600
H -2.120207 1.692319 0.065841 -0.146 -0.127 0.167
O 0.930439 -1.107168 1.012519 0.381 0.061 -1.314
C 1.541680 -1.326381 -0.207136 1.326 -1.478 5.163
O 0.842797 -0.897150 -1.161585 -4.710 -0.009 3.451
Sn 1.415716 -0.476199 -2.763044 2.357 1.720 -6.629
```
Positions in Å, forces in eV/Å.

---

Relative energy (zero: lowest compared OMol25 entry of this formula, charge and spin) for every record listed, in sequence, given in eV: 1.055 0.000 3.764.